Entry 1:
The following is a quantum chemistry calculation of a cluster of 2 separate species, C2H2BrI in total, from OMol25.

```
6
Properties=species:S:1:pos:R:3:forces:R:3
C 0.36672 0.17396 0.06606 -0.619 -0.072 0.043
C 1.37627 0.97974 0.05140 1.487 -0.782 -0.005
Br 1.84411 2.71101 0.15587 -0.070 0.282 0.006
I 4.03561 -0.74018 0.00008 -0.959 0.616 -0.001
H 0.47952 -0.89247 -0.01170 0.184 -0.210 -0.023
H -0.65130 0.54107 0.16486 -0.022 0.167 -0.020
```
Positions in Å, forces in eV/Å.

Calculated values
E_HOMO (spin up / spin down): -9.54 / -9.16 eV
DFT total energy: -80246.25750 eV

Taken from the natural (NBO) analysis, the atomic charges in e are: C -0.523; C -0.044; Br 0.233; I -0.153; H 0.255; H 0.233


Entry 2:
The following is a quantum chemistry calculation of a cluster of 11 separate species, C46H123N13O15 in total, from OMol25.

```
197
Properties=species:S:1:pos:R:3:forces:R:3
C 10.79726 4.89289 -1.29456 -0.155 0.795 0.142
O 12.11672 4.86145 -1.77591 0.136 -0.402 0.201
C 12.61193 3.55744 -1.95507 0.279 0.158 -0.693
C 14.07030 3.55818 -2.41429 -0.050 0.068 -0.586
C 14.29122 4.39349 -3.67630 0.657 -0.507 -0.206
N 14.48820 2.16737 -2.64632 -0.668 -0.664 0.606
H 10.74022 4.62811 -0.23255 0.039 -0.130 -0.039
H 10.07469 4.28565 -1.85321 0.304 -0.201 -0.162
H 10.49456 5.93514 -1.40722 -0.145 -0.076 0.162
H 12.50404 2.90733 -1.07674 -0.117 0.250 0.202
H 12.05630 3.09348 -2.78720 -0.125 -0.160 0.133
H 14.78198 3.94744 -1.68174 -0.435 0.074 0.364
H 13.91095 3.92349 -4.58868 -0.596 0.024 0.221
H 15.36459 4.38765 -3.87967 0.076 0.324 0.193
H 13.94255 5.41844 -3.58206 -0.115 -0.029 -0.015
H 14.29252 1.67356 -1.77100 0.649 0.101 0.109
H 13.79052 1.68103 -3.21606 0.211 0.445 -0.526
C 15.10365 2.18707 -11.73098 -0.618 0.247 0.179
O 15.29626 0.80949 -11.89250 -0.111 -0.692 -0.699
C 16.48319 0.29505 -11.34257 0.845 0.871 0.207
C 17.73403 0.96606 -11.89258 0.964 0.879 -0.502
C 17.86824 0.83167 -13.41189 -0.933 -1.277 -0.357
N 18.93528 0.50002 -11.19200 0.098 -0.376 0.016
H 15.81745 2.82420 -12.26130 0.315 -0.168 0.227
H 15.04361 2.42641 -10.66257 0.273 0.251 -0.021
H 14.13572 2.44346 -12.16568 -0.059 -0.270 0.045
H 16.46446 0.38912 -10.24959 0.047 0.005 0.070
H 16.62454 -0.75935 -11.59231 -0.660 -0.098 -0.071
H 17.78240 2.05655 -11.74874 -0.625 -0.093 0.475
H 17.10410 1.33754 -14.01017 0.151 0.572 0.353
H 17.64540 -0.20752 -13.69547 0.486 -0.103 0.079
H 18.86669 1.08531 -13.76251 -0.007 0.108 -0.011
H 19.72624 0.77136 -11.77048 0.180 0.073 0.357
H 19.03681 -0.51551 -11.08528 -0.433 0.359 -0.378
C 24.24108 -2.95978 -1.88723 0.588 -0.252 0.129
O 22.90455 -3.30687 -2.13531 -0.021 0.241 0.445
C 22.11750 -2.11923 -2.35152 0.463 -1.361 -0.591
C 20.65972 -2.54501 -2.33614 -1.195 0.596 0.198
C 19.76923 -1.89295 -3.39021 -0.260 -0.396 -1.114
N 20.02318 -2.34048 -1.01717 0.432 0.068 0.189
H 24.66096 -2.35923 -2.70268 -0.041 0.142 0.042
H 24.86263 -3.85266 -1.79499 -0.317 -0.197 -0.206
H 24.38017 -2.43833 -0.93158 -0.241 0.284 -0.103
H 22.34779 -1.41600 -1.54681 -0.121 0.348 -0.241
H 22.43260 -1.76763 -3.34069 -0.158 0.542 0.161
H 20.57164 -3.61503 -2.53645 0.551 -0.029 -0.002
H 18.78688 -2.37173 -3.39086 -0.095 0.213 0.482
H 20.09104 -2.12234 -4.41457 0.481 0.059 0.169
H 19.62694 -0.81034 -3.37134 0.203 0.020 0.487
H 19.70109 -1.38116 -0.92239 -0.022 -0.010 -0.196
H 20.75608 -2.42694 -0.31711 -0.234 -0.240 0.144
C 21.08634 3.11826 -3.08574 0.156 -0.180 0.652
O 21.71467 1.92361 -3.49009 0.335 -0.040 -0.028
C 21.80278 1.83457 -4.88901 -0.075 0.473 -0.939
C 22.53903 0.57284 -5.30220 -0.873 -0.245 0.521
C 23.95377 0.49963 -4.76349 0.793 -0.551 -0.047
N 22.50010 0.38771 -6.75436 0.022 0.357 0.080
H 21.09642 3.13763 -1.99471 0.114 -0.048 -0.027
H 20.03028 3.15154 -3.37317 0.070 0.118 -0.386
H 21.65601 3.98039 -3.44091 -0.248 0.150 -0.166
H 20.78044 1.83132 -5.29293 0.081 -0.193 -0.134
H 22.30082 2.69318 -5.37367 0.017 0.232 0.453
H 21.91584 -0.17987 -4.79517 0.422 -0.406 -0.036
H 24.55017 -0.26542 -5.27569 -0.467 -0.427 0.072
H 23.92675 0.23930 -3.70611 0.141 0.180 0.043
H 24.62654 1.34978 -4.91424 -0.684 0.563 0.114
H 22.72848 -0.57976 -6.94971 0.106 0.043 -0.124
H 21.56479 0.54273 -7.13986 -0.068 -0.076 0.144
C 17.89369 5.67344 -4.63907 -0.781 -0.185 -0.823
O 18.92489 6.56087 -4.94996 0.191 1.074 0.678
C 19.99450 6.08349 -5.72363 0.242 -0.506 0.677
C 20.78358 7.25514 -6.28317 -0.302 0.093 -1.551
C 19.96045 7.95537 -7.37190 0.021 0.366 0.396
N 22.05119 6.82865 -6.93195 -0.140 -0.009 0.850
H 17.18942 5.68368 -5.48643 0.073 -0.597 0.000
H 17.27996 6.02154 -3.80653 0.504 0.275 0.235
H 18.23952 4.65823 -4.41987 0.035 -0.015 -0.104
H 20.65097 5.46957 -5.09066 0.056 -0.079 -0.004
H 19.62266 5.42271 -6.51874 0.089 0.139 -0.236
H 21.07177 8.00040 -5.54229 -0.339 -0.224 0.380
H 19.71854 7.23814 -8.15875 0.061 0.090 -0.141
H 20.56871 8.77192 -7.76135 -0.073 -0.091 -0.323
H 19.02754 8.39737 -7.01383 0.012 -0.203 0.179
H 22.76129 6.94526 -6.21550 0.243 -0.330 -0.244
H 22.06025 5.83893 -7.21092 -0.042 0.245 0.178
C 9.32324 7.68718 -3.49884 0.649 -1.179 0.182
O 10.27882 7.17856 -4.41402 0.331 0.633 -0.258
C 9.73802 6.32377 -5.37003 -0.293 -1.400 -0.673
C 10.82979 5.54184 -6.08899 0.932 0.838 0.233
N 11.71993 6.46018 -6.79999 0.234 0.130 0.120
C 12.91449 5.80156 -7.31970 0.257 0.315 0.522
C 13.99098 6.82004 -7.67104 -0.888 -0.400 -1.010
O 14.55384 7.29286 -6.48288 0.241 0.030 -0.069
C 15.67667 8.13338 -6.67759 -0.203 -0.128 0.079
H 8.95057 6.80470 -2.96152 -0.445 0.294 0.163
H 8.49300 8.22079 -3.96306 0.113 0.164 -0.092
H 9.89762 8.28353 -2.79468 -0.264 0.318 -0.047
H 9.13944 6.84008 -6.12988 -0.152 0.206 0.235
H 9.14058 5.53591 -4.88178 -0.359 0.318 0.036
H 10.44474 4.83952 -6.82912 -0.358 -0.084 0.252
H 11.40037 5.00377 -5.31218 -0.128 -0.266 -0.121
H 12.07221 7.10947 -6.09841 -0.199 0.150 -0.113
H 12.69810 5.17025 -8.18341 -0.184 0.063 -0.019
H 13.36273 5.17849 -6.52941 0.030 -0.288 -0.183
H 13.56033 7.62147 -8.28865 -0.119 0.208 0.292
H 14.68275 6.32404 -8.36951 0.550 0.030 0.491
H 16.31544 7.70985 -7.45987 0.243 0.032 0.170
H 16.17811 8.17345 -5.71243 0.260 0.031 -0.155
H 15.40431 9.15249 -6.97386 -0.177 -0.060 -0.041
C 18.85382 -3.08392 -10.25084 0.424 -0.134 -0.152
O 19.73168 -2.31279 -11.06754 -0.410 -0.538 0.035
C 20.35282 -3.09604 -12.07805 1.040 -0.196 -0.065
C 20.70249 -2.21348 -13.27213 -0.126 0.151 -0.130
N 19.74691 -2.22736 -14.37052 -0.779 -0.399 -0.163
C 19.73616 -3.44094 -15.18890 -0.027 -0.312 0.209
C 20.85881 -3.39154 -16.22182 -0.299 -0.293 0.324
O 21.16330 -4.71606 -16.60900 -0.371 -0.430 -0.094
C 21.55575 -4.86420 -17.94515 0.279 0.285 -0.605
H 18.70672 -2.58437 -9.29435 -0.231 0.339 -0.227
H 19.29861 -4.05110 -9.99306 -0.023 -0.054 -0.212
H 17.92936 -3.23135 -10.81458 -0.195 -0.141 0.377
H 19.78458 -3.96385 -12.43428 -0.534 0.237 0.259
H 21.25316 -3.53467 -11.62839 0.109 0.064 -0.085
H 21.66524 -2.47878 -13.71079 0.099 -0.059 0.290
H 20.76954 -1.18416 -12.91055 0.186 -0.005 0.015
H 18.80147 -2.13471 -14.01506 0.142 0.408 0.143
H 18.74711 -3.55088 -15.64138 0.140 0.395 -0.377
H 19.78990 -4.39293 -14.63488 0.541 0.164 0.230
H 21.74088 -2.94012 -15.75917 0.049 0.172 -0.148
H 20.53834 -2.78002 -17.06937 0.144 0.000 -0.073
H 22.58488 -4.51732 -18.09934 -0.046 0.130 -0.051
H 20.88771 -4.32039 -18.62412 0.063 0.153 0.070
H 21.52224 -5.90098 -18.27991 -0.085 -0.152 0.528
C 16.92668 4.34584 -8.43840 -0.025 0.136 0.354
O 18.02559 3.67743 -7.85990 -0.426 -0.248 -0.440
C 19.03926 3.37074 -8.81891 0.448 -0.079 1.201
C 19.97910 2.37314 -8.16493 0.443 -0.489 0.082
N 19.59341 0.95673 -8.11222 0.286 0.498 0.301
C 18.30035 0.64324 -7.51465 -0.187 -0.754 -0.588
C 18.17650 0.89303 -6.00890 -0.208 -0.088 -0.334
O 16.81798 0.77587 -5.60808 0.410 0.511 -0.042
C 16.12921 2.00126 -5.53379 -0.960 -0.133 0.049
H 17.27346 5.21746 -9.00479 -0.155 0.000 -0.159
H 16.26864 4.69488 -7.63939 0.170 0.020 0.109
H 16.31717 3.68344 -9.06392 0.206 -0.014 -0.240
H 19.61036 4.29867 -8.96037 0.009 -0.059 -0.529
H 18.66627 2.94919 -9.75923 -0.315 0.194 0.000
H 20.22364 2.71152 -7.15570 -0.057 0.239 -0.081
H 20.92646 2.37221 -8.71111 -0.026 0.256 0.016
H 19.62595 0.65230 -9.08142 -0.431 -0.277 0.074
H 18.13533 -0.42938 -7.66637 0.086 -0.040 0.031
H 17.47220 1.09556 -8.07609 -0.102 0.410 0.372
H 18.60718 1.86747 -5.76173 -0.187 0.093 0.185
H 18.67501 0.11604 -5.42789 0.421 0.060 -0.212
H 15.12434 1.72715 -5.21405 -0.043 0.111 -0.088
H 16.04490 2.53599 -6.48478 0.262 -0.133 -0.140
H 16.48660 2.69620 -4.77061 0.476 -0.185 0.022
C 18.27745 7.74550 -11.38962 0.330 -0.247 0.215
O 18.99607 6.85819 -12.21886 -0.220 -0.155 0.118
C 18.63029 5.50180 -12.01082 0.620 0.702 -0.003
C 19.60699 4.62789 -12.78842 -1.573 -0.410 0.047
N 20.74736 4.18674 -11.99063 0.067 0.241 -1.127
C 21.65735 3.45656 -12.88185 -0.474 -0.948 0.783
C 22.53188 2.51218 -12.07303 0.691 0.124 -1.032
O 21.74471 1.44179 -11.59310 -0.267 0.549 0.547
C 22.41457 0.64776 -10.64084 -0.300 -1.094 -0.079
H 18.24128 7.37779 -10.35522 0.204 0.028 0.055
H 17.23216 7.87554 -11.68915 0.044 0.091 -0.315
H 18.83831 8.67559 -11.41475 -0.277 0.196 0.039
H 17.58428 5.37387 -12.31458 0.024 -0.275 -0.041
H 18.73081 5.28869 -10.93768 -0.199 -0.165 -0.022
H 19.86813 5.14493 -13.71276 0.544 0.226 0.270
H 19.01674 3.77065 -13.16053 0.163 -0.201 0.096
H 20.41226 3.50441 -11.31532 -0.032 0.098 0.087
H 22.22871 4.11115 -13.53663 0.113 0.218 0.270
H 21.06457 2.78744 -13.52913 0.077 0.098 -0.199
H 23.06622 3.01955 -11.26345 -0.154 0.063 0.099
H 23.27400 2.10872 -12.77881 0.181 0.000 0.207
H 22.92610 1.19044 -9.84273 0.125 0.295 -0.257
H 23.07680 -0.05149 -11.16626 0.421 0.243 0.158
H 21.68611 -0.00402 -10.14918 -0.231 0.218 -0.084
N 24.19212 2.66467 -7.84803 -0.761 0.710 0.193
C 23.64438 3.84033 -8.24944 0.091 0.386 -0.397
N 24.40402 4.59662 -9.09223 0.195 -0.068 -0.016
O 22.50692 4.18150 -7.91133 0.180 -0.268 0.045
H 25.13438 2.42208 -8.07713 0.043 -0.280 0.139
H 23.58265 2.13312 -7.23061 0.524 -0.636 -0.306
H 24.11266 5.52741 -9.35232 -0.191 -0.013 0.128
H 25.36747 4.36397 -9.24677 0.033 0.004 -0.029
N 23.41238 7.74242 -9.39788 0.317 0.023 -0.061
C 22.80192 7.28799 -10.53350 -0.190 -0.466 -0.363
N 21.74678 6.45114 -10.29160 0.637 0.975 -0.533
O 23.22123 7.53812 -11.66217 -0.125 -0.081 0.426
H 22.99608 7.59116 -8.47432 0.163 0.191 -0.184
H 24.24082 8.28345 -9.57231 -0.126 0.192 0.287
H 21.46988 6.30504 -9.34053 -0.231 -0.404 -0.043
H 21.36197 5.99178 -11.10702 -0.256 -0.308 0.440
```
Positions in Å, forces in eV/Å.

Calculated values
E_HOMO: -8.56 eV
DFT total energy: -99775.00966 eV
SMILES: COC[C@H](C)N.COC[C@H](C)N.COC[C@H](C)N.COC[C@H](C)N.COC[C@H](C)N.COCCNCCOC.COCCNCCOC.COCCNCCOC.COCCNCCOC.NC(N)=O.NC(N)=O

Mulliken atomic charge list, values in e, 6 entries: C -0.718; O -0.281; C -0.770; C 0.343; C -0.528; N -0.658


Largest force on an atom per entry: 1.68; 1.63 eV Å⁻¹
Energy above the lowest of the compared OMol25 structures with the same formula, charge and spin per entry: 44.3; 0.0 kcal per mole